A cluster of 3 separate species, C15H32IN3O6P in total, computed with ωB97M-V/def2-TZVPD.

## Properties
* energy relative to the best compared isomer or geometry (same formula, charge and spin): 0.328 eV
* orbital gap: 8.234 eV
* LUMO: -3.7073 eV
* multiplicity: 1
* net charge: +1
* E_HOMO: -11.9 eV

CARTESIAN COORDINATES (ANGSTROEM)
1 C 2.3009 -2.2446 1.9993
2 C 1.8398 -1.2435 0.8960
3 C 0.5123 -1.6955 0.2594
4 C 0.2965 -1.0040 -1.0892
5 C -0.6321 -1.4862 1.2604
6 N -1.1160 -2.8315 1.7952
7 C -2.4409 -3.0330 1.3407
8 N -2.6478 -4.0587 0.5759
9 P -4.2798 -4.4770 -0.0351
10 O -5.0582 -4.8687 1.3522
11 I -3.9872 -6.6262 -1.1272
12 N -3.3741 -2.1744 1.7770
13 C -2.7785 -0.7837 1.6344
14 O -1.7650 -0.8820 0.6783
15 H 1.5252 -2.9937 2.1659
16 H 3.1757 -2.7811 1.6501
17 H 2.4879 -1.7389 2.9409
18 H 2.5886 -1.2955 0.1121
19 H 1.7460 -0.2445 1.3145
20 H 0.6228 -2.7629 0.0801
21 H 1.1150 -1.2717 -1.7517
22 H 0.1848 0.0733 -0.9906
23 H -0.6088 -1.4117 -1.5449
24 H -0.2865 -0.8628 2.0877
25 H -1.2316 -2.6819 2.8001
26 H -1.8445 -4.6290 0.3285
27 H -5.5339 -4.0725 1.6446
28 H -4.2204 -2.1561 1.2113
29 H -2.4328 -0.3935 2.5895
30 H -3.5273 -0.1518 1.1747
31 O 4.1415 -1.2131 -1.6362
32 C 4.0763 -0.0099 -1.6321
33 O 4.2836 0.6495 -0.4839
34 C 4.3490 2.0815 -0.3851
35 C 2.9548 2.6678 -0.3074
36 C 3.6867 0.7563 -2.8743
37 H 4.9488 2.5034 -1.1936
38 H 4.8871 2.2890 0.5379
39 H 2.3781 2.4472 -1.2075
40 H 2.9979 3.7478 -0.1810
41 H 2.4219 2.2384 0.5274
42 H 2.6048 0.7050 -2.9931
43 H 4.1629 0.2822 -3.7296
44 H 3.9970 1.7978 -2.8721
45 O 0.7216 3.4804 0.8686
46 C -0.3699 3.4803 0.3704
47 O -0.7477 2.3595 -0.2789
48 C -2.0518 2.0806 -0.7794
49 C -2.3204 2.7268 -2.1227
50 C -1.2706 4.6894 0.3815
51 H -2.8130 2.3423 -0.0380
52 H -2.0735 0.9972 -0.8863
53 H -2.2800 3.8143 -2.0648
54 H -3.3037 2.4395 -2.4958
55 H -1.5661 2.4159 -2.8459
56 H -0.9384 5.3823 -0.3904
57 H -1.1832 5.1697 1.3531
58 H -2.3240 4.4624 0.2295

Forces on atoms 1 to 6 (eV/Å):
-0.6 0.4 -0.4
-0.1 -1.2 0.3
0.5 0.7 -0.1
-0.6 -0.6 0.2
0.4 -0.7 -0.7
-0.6 0.8 0.5

A structure of composition C15H32MgNO2P2, computed with ωB97M-V/def2-TZVPD.

## Properties
* energy relative to the best compared isomer or geometry (same formula, charge and spin): 4.481 eV
* orbital gap (spin up / spin down): 5.007 / 5.007 eV
* LUMO (spin up / spin down): -3.8839 / -3.8838 eV
* multiplicity: 1
* net charge: +1
* E_HOMO (spin up / spin down): -8.9 / -8.9 eV

CARTESIAN COORDINATES (ANGSTROEM)
1 Mg -0.2543 -0.3598 -0.2985
2 P -1.0327 1.3862 -2.3367
3 C 0.6752 1.5689 -2.8570
4 C 1.7379 1.2803 -1.9378
5 N 1.5937 0.6297 -0.7206
6 C 2.5784 0.7856 0.1995
7 C 3.7811 1.4074 -0.0963
8 C 4.0411 1.7907 -1.3967
9 C 3.0326 1.6639 -2.3272
10 C 2.4596 0.2788 1.6503
11 P 1.4277 -1.1430 2.0093
12 H 3.1598 1.9194 -3.3631
13 H 4.5444 1.4923 0.6744
14 H 4.9862 2.2353 -1.6737
15 H 3.4758 -0.0261 1.9907
16 H 2.1548 1.0861 2.3464
17 H 0.3673 -3.3230 -2.0500
18 H 0.8514 1.2503 -3.8783
19 H -1.2536 -6.6733 -0.2634
20 O 0.4464 -2.3258 -2.0597
21 H 1.3777 -2.0937 -2.1635
22 H 0.1714 -1.1562 1.2075
23 O -0.9851 -6.0673 0.4139
24 H -0.8209 -5.2600 -0.0614
25 C 2.2415 -2.7127 1.6651
26 H 3.0315 -2.9065 2.4154
27 H 1.4979 -3.5315 1.7137
28 H 2.6908 -2.7310 0.6602
29 C 0.9111 -1.2000 3.7121
30 H 0.0445 -1.8744 3.7920
31 H 1.7203 -1.5890 4.3424
32 H 0.6155 -0.2051 4.0604
33 C -1.4003 3.1731 -2.4641
34 H -1.3238 3.4879 -3.5190
35 H -2.3871 3.4136 -2.0480
36 H -0.6095 3.7016 -1.9035
37 C -2.0584 0.6124 -3.6620
38 H -3.1194 0.6084 -3.3630
39 H -1.9661 1.1465 -4.6178
40 H -1.7609 -0.4390 -3.8002
41 C -3.1335 1.5002 2.6498
42 C -2.5290 0.4836 1.6800
43 C -3.5987 -0.0369 0.6875
44 C -1.3607 1.0593 0.9302
45 H -3.4160 2.4240 2.1370
46 H -2.4053 1.7569 3.4174
47 H -4.0218 1.1039 3.1455
48 H -2.1724 -0.3926 2.2550
49 H -3.8914 0.7346 -0.0531
50 H -3.2491 -0.9227 0.1204
51 H -4.5121 -0.3351 1.2325
52 H -1.7096 1.7967 0.2013
53 H -0.6437 1.5270 1.6046

Forces on atoms 1 to 6 (eV/Å):
-0.8 2.7 -2.7
0.5 -0.4 -0.2
0.5 -2.4 1.1
-1.8 -0.3 -1.6
-0.5 -0.3 1.2
1.3 0.4 -0.2

A structure of composition C15H32N3OPdSi2, computed with ωB97M-V/def2-TZVPD.

## Properties
* orbital gap: 6.761 eV
* LUMO: -4.8865 eV
* multiplicity: 1
* net charge: +1
* E_HOMO: -11.6 eV

CARTESIAN COORDINATES (ANGSTROEM)
1 Pd 0.1800 -0.7141 0.5431
2 C -1.8814 2.2183 2.2277
3 Si -0.0906 2.4136 1.7950
4 C 1.1168 1.6677 2.9964
5 C 0.3012 4.2336 1.6388
6 N 0.1455 1.4097 0.2850
7 C 0.6191 1.7406 -0.8650
8 C 0.8931 3.1069 -1.3033
9 C 1.2959 3.3532 -2.5553
10 C 1.5018 2.2811 -3.5142
11 C 1.3011 0.9971 -3.1909
12 C 0.8916 0.6340 -1.8427
13 N 0.7340 -0.5727 -1.4172
14 Si 0.7416 -2.0290 -2.5167
15 C 0.0776 -3.5009 -1.5682
16 C -0.4528 -1.7297 -3.9145
17 C 2.5060 -2.3185 -3.0337
18 H -2.0735 2.7036 3.1878
19 H -2.1271 1.1656 2.3290
20 H -2.5370 2.6758 1.4847
21 H 1.2543 2.3448 3.8422
22 H 2.0956 1.5251 2.5314
23 H 0.7443 0.7124 3.3605
24 H 0.1513 4.6523 2.6381
25 H -0.3699 4.7739 0.9694
26 H 1.3356 4.4411 1.3614
27 H 0.7332 3.9144 -0.6129
28 H 1.4722 4.3721 -2.8727
29 H 1.8306 2.5359 -4.5130
30 H 1.4788 0.2205 -3.9179
31 H -0.5109 -3.2288 -0.6911
32 H 0.8623 -4.1983 -1.2677
33 H -0.5879 -4.0549 -2.2329
34 H -1.4398 -1.4828 -3.5159
35 H -0.5560 -2.6580 -4.4813
36 H -0.1721 -0.9490 -4.6189
37 H 3.1598 -2.3978 -2.1623
38 H 2.9014 -1.5321 -3.6762
39 H 2.5786 -3.2604 -3.5821
40 N 1.2061 -2.4837 1.1398
41 H 1.4833 -3.1827 0.4629
42 H 0.6007 -2.9104 1.8369
43 H 2.0301 -2.1520 1.6305
44 C -2.6876 -1.3354 1.2749
45 C -1.7395 -1.5471 2.4528
46 C -2.4092 -1.1990 3.7745
47 O -0.5414 -0.8043 2.3594
48 H -3.5853 -1.9411 1.4126
49 H -2.2386 -1.6445 0.3253
50 H -2.9929 -0.2908 1.1926
51 H -1.5026 -2.6296 2.4928
52 H -2.7876 -0.1766 3.7663
53 H -1.6949 -1.2956 4.5917
54 H -3.2449 -1.8736 3.9636

Forces on atoms 1 to 6 (eV/Å):
0.4 0.2 0.3
0.1 0.0 0.0
-0.1 0.0 0.2
0.0 0.0 0.0
0.0 0.0 -0.1
-0.1 -0.4 -0.2

E_tot readings, ordered: -1845.296037 -1678.458197 -1537.003628 a.u.